This record from the Open Molecules 2025 dataset describes a structure of composition C29H78AsF6O28S10 at a distorted geometry. The level of theory is the ωB97M-V functional and the def2-TZVPD basis.

Each line ends with the Löwdin charge.
CARTESIAN COORDINATES (ANGSTROEM)
1 As 0.80085 -0.47040 0.03052  0.914
2 F 0.10889 -1.61018 1.21014  -0.361
3 F 2.45136 -1.12317 0.48465  -0.364
4 F 1.63065 0.64242 -1.13596  -0.370
5 F -0.78904 0.18250 -0.51987  -0.387
6 F 0.96766 0.83753 1.26632  -0.369
7 F 0.84500 -1.72064 -1.32405  -0.387
8 O -2.82891 6.91164 1.64996  -0.297
9 S -1.66014 6.78062 2.48642  0.651
10 O -1.64782 7.13051 3.89735  -0.297
11 O -1.08935 5.24098 2.35598  -0.254
12 C -1.20915 4.62441 1.10933  -0.320
13 C -0.90479 3.15791 1.22665  -0.056
14 C -0.23012 7.68183 1.79149  -0.098
15 H -0.60063 5.10729 0.34473  0.118
16 H -2.24454 4.70392 0.77807  0.091
17 H -0.03590 3.06936 1.87879  0.067
18 H -0.67987 2.68122 0.27257  0.075
19 H -1.75930 2.63159 1.65199  0.076
20 H 0.55748 7.46955 2.51448  0.071
21 H -0.47878 8.74208 1.74519  0.068
22 H -0.07237 7.23931 0.80794  0.056
23 O -1.11023 -0.36221 -8.03926  -0.318
24 S -0.68603 -1.65333 -7.44633  0.726
25 O 0.33322 -2.56284 -8.00233  -0.323
26 O -0.17300 -1.37891 -5.87139  -0.264
27 C -0.84816 -0.31154 -5.25329  -0.341
28 C -0.58837 -0.30777 -3.80887  -0.077
29 C -2.18236 -2.69456 -7.05156  -0.086
30 H -1.91478 -0.36119 -5.47228  0.112
31 H -0.51746 0.67212 -5.58670  0.120
32 H -1.17345 -1.01188 -3.21727  0.058
33 H -0.88743 0.61539 -3.31243  0.086
34 H 0.44836 -0.52890 -3.55509  0.072
35 H -2.27912 -2.82187 -5.97335  0.063
36 H -1.99573 -3.63326 -7.57322  0.058
37 H -3.05020 -2.15329 -7.42834  0.060
38 O 4.70204 1.74695 4.16889  -0.310
39 S 3.48668 1.46669 4.94099  0.690
40 O 3.57172 1.33572 6.42993  -0.344
41 O 2.39652 2.63884 4.58342  -0.280
42 C 1.03714 2.56553 5.03442  -0.276
43 C 0.36334 3.89132 5.23610  -0.051
44 C 2.72680 -0.06062 4.25494  -0.094
45 H 1.14897 2.08282 6.00529  0.107
46 H 0.49690 1.84826 4.41656  0.098
47 H 0.21009 4.33684 4.25318  0.052
48 H 1.00373 4.63885 5.70429  0.080
49 H -0.54739 3.88423 5.83495  0.088
50 H 1.92466 -0.34542 4.93580  0.049
51 H 3.46378 -0.86087 4.18737  0.049
52 H 2.46448 0.12123 3.21273  0.058
53 O -6.23255 -3.22965 -2.17474  -0.315
54 S -5.90795 -3.47000 -0.77158  0.643
55 O -6.61002 -4.48483 0.03013  -0.314
56 O -4.30564 -3.74783 -0.66997  -0.264
57 C -3.47242 -3.39204 -1.81488  -0.251
58 C -2.06500 -3.03427 -1.29304  -0.065
59 C -5.98181 -1.91570 0.14450  -0.111
60 H -3.83130 -2.51468 -2.35296  0.101
61 H -3.43611 -4.11102 -2.63332  0.112
62 H -1.71654 -3.74440 -0.54311  0.069
63 H -1.98635 -2.01768 -0.90774  0.055
64 H -1.32646 -3.15843 -2.08503  0.064
65 H -5.24877 -1.21056 -0.24735  0.064
66 H -5.70617 -2.20770 1.15785  0.061
67 H -7.03603 -1.65212 0.05944  0.068
68 O 5.61521 -0.79634 -2.94959  -0.298
69 S 5.03827 -0.10003 -4.11860  0.685
70 O 5.92571 0.72018 -4.93097  -0.318
71 O 4.34464 -1.26755 -5.10197  -0.267
72 C 4.10343 -0.85339 -6.43760  -0.310
73 C 3.05960 -1.70980 -7.07701  -0.097
74 C 3.60693 0.87899 -3.74227  -0.105
75 H 5.02238 -0.74461 -7.01362  0.123
76 H 3.48524 0.04429 -6.42754  0.110
77 H 3.42587 -2.72686 -7.21684  0.070
78 H 2.63803 -1.38786 -8.02924  0.082
79 H 2.28540 -1.91210 -6.33688  0.062
80 H 3.58124 1.22179 -2.70789  0.045
81 H 2.66472 0.46611 -4.10264  0.063
82 H 3.70059 1.72559 -4.42242  0.068
83 O -4.55098 4.63592 -3.48748  -0.313
84 S -5.00548 5.17110 -2.20547  0.703
85 O -6.30143 5.82877 -2.01233  -0.322
86 O -4.91581 3.99974 -1.01540  -0.261
87 C -3.94223 3.00452 -1.15998  -0.302
88 C -4.22574 2.11966 0.04991  -0.067
89 C -3.71336 6.44385 -1.61803  -0.082
90 H -2.90742 3.32690 -1.04446  0.106
91 H -4.04907 2.43678 -2.08429  0.121
92 H -3.39037 1.45223 0.26156  0.067
93 H -5.19653 1.65973 -0.13483  0.072
94 H -4.40053 2.73521 0.93232  0.081
95 H -3.53637 7.24942 -2.33066  0.063
96 H -2.79335 5.87209 -1.49650  0.045
97 H -4.08204 6.79756 -0.65519  0.046
98 O -2.83711 0.70997 4.97953  -0.304
99 S -1.99019 -0.42553 4.65662  0.629
100 O -0.55637 -0.32122 4.76584  -0.268
101 O -2.51175 -1.71735 5.49342  -0.294
102 C -3.81801 -1.77835 6.06368  -0.258
103 C -3.72848 -1.19069 7.44902  -0.084
104 C -2.50077 -1.02215 3.01130  -0.096
105 H -4.15664 -2.81095 6.14826  0.124
106 H -4.45480 -1.19585 5.39787  0.111
107 H -3.35249 -1.88291 8.20239  0.073
108 H -4.69191 -0.95858 7.90291  0.074
109 H -3.10688 -0.30229 7.56071  0.079
110 H -2.05171 -0.36266 2.26866  0.052
111 H -3.56074 -0.89754 2.78989  0.061
112 H -2.08522 -2.02732 2.94010  0.062
113 O 5.76241 4.38218 0.59472  -0.323
114 S 4.78722 3.36290 0.21961  0.719
115 O 4.20857 3.24920 -1.13571  -0.332
116 O 5.36814 1.85915 0.69646  -0.244
117 C 4.61960 0.75099 0.46046  -0.350
118 C 5.29390 -0.48232 1.07146  -0.043
119 C 3.27141 3.66362 1.27388  -0.086
120 H 4.54264 0.58600 -0.61423  0.097
121 H 3.59498 0.91292 0.79517  0.084
122 H 6.32553 -0.35175 0.74467  0.077
123 H 4.85488 -1.39475 0.66793  0.065
124 H 5.19531 -0.59737 2.15088  0.063
125 H 3.45656 3.16803 2.22688  0.033
126 H 2.44125 3.16014 0.77846  0.049
127 H 3.18023 4.72033 1.52519  0.060
128 O 2.52307 -5.50656 5.70880  -0.332
129 S 2.23302 -4.47289 4.69218  0.746
130 O 3.05837 -3.22451 4.56226  -0.327
131 O 2.17760 -5.20771 3.18733  -0.281
132 C 2.02494 -4.32591 2.07664  -0.274
133 C 0.66605 -4.63441 1.34674  -0.059
134 C 0.37976 -4.06728 4.79388  -0.089
135 H 2.97857 -4.29511 1.54964  0.120
136 H 1.97841 -3.25255 2.26058  0.087
137 H 0.74050 -5.59865 0.84395  0.070
138 H 0.36872 -3.81459 0.69284  0.037
139 H -0.16445 -4.61550 2.05244  0.056
140 H 0.19275 -3.83399 5.84207  0.054
141 H -0.21758 -4.95815 4.59987  0.067
142 H 0.18210 -3.14629 4.24542  0.050
143 C 2.27082 -4.38561 -2.40585  -0.236
144 S 3.23998 -5.64144 -3.36071  0.823
145 O 2.59840 -7.00587 -3.20748  -0.606
146 C 2.87171 -5.00772 -5.05538  -0.259
147 H 2.33124 -4.56480 -1.33238  0.038
148 H 1.24330 -4.44673 -2.76440  0.046
149 H 2.73195 -3.40803 -2.54651  0.051
150 H 2.99925 -5.72552 -5.86569  0.048
151 H 3.61242 -4.25740 -5.33192  0.025
152 H 1.89953 -4.51556 -5.08258  0.042

Summary:
* gap between HOMO and LUMO (spin up / spin down): 2.5 / 8.0 eV
* lowest unoccupied orbital energy (spin up / spin down): 3.030 / 2.983 eV
* 2S+1: 2
* total charge: -2
* E_HOMO (spin up / spin down): 0.55 / -5.05 eV